No. 1
The following is a quantum chemistry calculation of C41H86NbO18S8 as an isolated structure, from OMol25.

The energy above the lowest of the compared OMol25 structures with the same formula, charge and spin is 449.4 kJ/mol. Its largest force on an atom is 7.17 eV/A. The calculation puts the HOMO energy at -4.55 eV. For the HOMO-LUMO gap, the calculation gives 5.88 eV.

```
! RIJCOSX wB97M-V def2-TZVPD def2/J DEFGRID3
* xyz -1 1
H -1.6425 -7.9785 7.4661
H -0.9367 9.2337 -1.7191
S -1.1324 9.4924 1.8699
H 2.3276 3.0633 0.4420
H -4.1728 -2.4561 -2.1501
C -0.6803 9.5484 -0.7033
C 0.2564 -5.5236 3.3412
H -5.3516 1.6654 -7.6562
C 0.1247 4.4419 -1.0362
H -2.9010 2.6588 -8.0455
C -3.3328 2.9950 -8.9929
C 0.5159 9.0065 1.3813
C 2.7033 2.3594 -7.6606
H -1.3167 -5.2886 1.8486
C -5.0690 1.1191 -9.7264
C 1.4561 -3.4964 2.7405
H 4.3355 -8.7685 4.0242
H 0.8219 8.1297 1.9576
H 6.5879 -7.4206 7.3992
H -4.5410 -0.1347 -3.4158
H -2.7497 -1.2404 -1.8883
H -1.5707 5.8156 4.8084
H -2.6169 10.1625 0.1247
H 1.6908 2.6397 2.1987
C -4.7910 3.3929 -8.8195
H 1.2974 4.9353 -6.0060
H 0.5428 -1.5874 -1.9366
H 6.4570 -8.0859 5.0359
C 5.6033 -7.6205 6.9650
H -3.5403 -3.0229 1.3156
C 4.9065 -6.3231 6.5587
O -0.1549 -3.2058 0.6766
C -1.8584 9.3873 0.2459
C -3.0768 -2.3390 0.4545
H -6.6414 2.2375 -8.7190
H -2.0674 -10.3718 7.7722
S 0.4590 5.0094 3.8446
C 3.8514 -0.8300 -2.2105
H -5.6560 1.2121 -10.6443
O -2.4836 0.5760 -9.5983
H -0.7559 5.1470 -1.3504
H -4.9267 4.0587 -7.9623
H 0.8563 -4.0014 4.7519
H 3.6018 -9.0334 5.6374
H 3.4570 2.7711 -8.3426
H -2.9084 0.6874 -0.0586
H -5.0854 0.0835 -9.3772
C 1.8519 4.8176 4.9466
O 1.3461 4.8112 -9.3777
H -2.7197 3.7874 -9.4255
H 2.0988 -3.7414 -2.5948
H 2.0062 5.2344 7.0776
C 0.0164 5.7202 6.3200
H -5.5243 1.3131 -0.6331
C 1.2644 -4.5022 3.8658
C -1.7848 -10.9182 5.7020
H -0.3124 7.0830 4.6633
C -0.8904 -4.7468 2.6967
H 0.2178 7.6376 -0.2623
H 0.9039 5.0385 -0.3592
O -0.2050 3.7294 3.7144
S 3.8531 -6.7337 5.1754
H 4.2832 -1.1661 -1.2631
H 2.0467 -3.9251 1.9254
H -1.6745 -4.5147 3.4227
H 1.9337 6.6710 6.0522
S 3.7974 -2.2299 -3.3119
O -0.5328 4.1973 -7.7855
O -0.7797 -2.1227 2.8854
H 1.1906 9.8420 1.5874
O -0.0490 -9.9560 3.9714
H -3.3572 -9.7997 6.7094
H 0.3832 -9.3784 7.3829
H 1.3355 2.0884 -9.3543
C 2.1152 -2.7059 -2.9440
H -1.2719 1.4874 1.5165
H -4.9525 2.1067 -2.2866
H 1.7895 1.2926 0.8016
H 5.0067 -8.1367 7.7270
O 2.2053 3.2800 -2.2183
C -4.7226 1.2283 -1.5120
O 3.8510 -1.7437 -4.6745
C 1.5369 5.6570 6.1837
C -0.5096 6.0401 4.9287
H -0.2950 6.4729 7.0502
O 2.4672 -6.6597 5.5930
C -2.7956 2.9248 -0.4794
H 1.4033 8.9020 -0.6036
H 0.5645 -8.2498 6.0029
H -2.8253 3.7063 -1.3636
O 4.7007 -3.2489 -2.8159
H -0.3700 10.5994 -0.7419
O -3.3332 2.0812 -11.4569
H -3.5693 3.2030 0.3584
S -0.1026 -10.4422 5.3341
Nb -0.6286 2.7341 0.3369
O 4.3461 -6.0457 4.0008
H -0.1091 -6.1779 4.1388
C -3.1771 1.3764 -0.9847
H -0.9561 3.9914 1.6460
H 1.5282 -2.6128 -3.8619
H 5.6257 -5.5700 6.2251
C 5.7033 -8.4975 5.7179
H 2.2575 0.2338 -1.1799
H 2.6257 5.2870 -7.1534
C -3.9023 -1.4120 -1.6390
O 0.8007 -11.4612 5.8301
O -1.7067 8.4570 2.7057
O -4.1689 -1.5935 -0.1975
C 1.5425 2.4276 1.0535
C 1.9065 4.5339 -6.8198
H 5.9942 -9.5228 5.9646
H -2.2803 -1.6475 0.9928
H 2.0376 0.0913 -2.9328
C -4.8835 -0.2476 -2.2806
S -0.1909 -3.2053 2.1255
H -1.8624 -8.1210 5.7132
H 2.2101 -4.9735 4.1490
H -2.3122 8.3968 0.1458
H 2.7606 5.1628 4.4470
C -2.2759 -9.9534 6.7800
H -2.3718 -10.8251 4.7841
O 0.8648 5.7931 2.6950
H 3.5879 3.4363 -5.9793
H -5.1466 3.9162 -9.7152
C -1.5068 -8.6443 6.6088
C 1.6241 -1.7411 -1.8660
C -5.5601 2.0838 -8.6484
O -1.1030 10.8835 2.2700
C 0.9792 3.8310 -2.2987
S -3.3869 1.5951 -10.0943
S 0.8531 4.1233 -8.2030
H -1.8012 -11.9537 6.0511
H 4.2974 -5.9216 7.3725
H 2.0067 2.7203 -5.6515
H 1.8326 -2.1595 -0.8738
H -0.3658 4.7474 6.6516
H -6.0257 -0.5843 -2.1973
H 0.7393 -6.1597 2.5895
H -2.5313 -3.0359 -0.3213
H 1.9436 3.7568 5.1956
C 2.3932 -0.4320 -2.0371
C -0.0486 -9.0423 6.4355
C 1.3290 2.4094 -8.3113
H -2.4291 1.0749 -1.8405
H 1.9016 -2.5578 3.0745
C 2.6033 3.2365 -6.4134
C 4.3290 -8.4476 5.0672
H 0.4897 3.8222 -3.3859
C 0.4456 8.7002 -0.1137
H -0.3724 1.4721 -0.9421
H 0.6018 1.8236 -7.7410
H 2.9942 1.3342 -7.4139
H 4.4645 -0.0375 -2.6431
*
```

---

No. 2
The following is a quantum chemistry calculation of a 11-piece molecular cluster, C41H88O33P2S2 overall, from OMol25.

Its largest force on an atom is 2.60 eV/A. The calculation puts the HOMO energy at -9.83 eV. The structure (SMILES) is CCOP(=O)(OCC)OCC.CCOP(=O)(OCC)OCC.O=S1(=O)CCCC1.O=S1(=O)CCCC1.COC(=O)OC.COC(=O)OC.COC(=O)OC.COC(=O)OC.COC(=O)OC.COC(=O)OC.COC(=O)OC. For the HOMO-LUMO gap, the calculation gives 10.06 eV.

```
! RIJCOSX wB97M-V def2-TZVPD def2/J DEFGRID3
* xyz 0 1
C 33.1011 -4.7718 -0.2806
H 32.9781 -6.8323 -13.2073
H 32.0622 -3.6187 -4.1191
H 30.5689 -13.7022 -7.8675
O 36.7091 -6.3369 -12.9592
H 39.3781 -9.0088 -11.6552
H 38.9893 -6.1535 -7.5875
H 35.6825 -8.0614 -6.0194
C 29.9029 -9.8771 -10.3170
O 27.9901 -10.5632 -2.3102
H 32.6055 -2.4891 1.9478
H 33.6420 -11.1443 -10.0117
H 39.3453 -2.9594 -4.4291
C 38.6761 -2.2028 -4.0132
C 32.7119 -7.6283 -3.6673
H 30.0631 -12.5436 1.8863
H 27.9882 -12.4798 -5.6186
H 35.8126 -10.7149 -2.3597
H 34.9014 -11.3568 -0.1853
H 31.8881 -9.4339 -7.4469
O 29.9329 -2.3385 -3.7739
H 25.5240 -4.0633 -5.6774
H 38.5299 -1.4260 -4.7583
H 33.2982 -2.9979 -5.2543
H 37.4198 -8.6668 -17.4250
H 38.5735 -7.7409 -14.7690
H 33.3051 -8.1307 -10.9891
C 37.4222 -8.4543 -10.9831
H 34.2016 -2.9773 1.0902
H 34.2854 -10.3842 -3.0298
H 27.7683 -11.5641 0.1513
H 33.3345 -8.4080 2.9498
O 27.6502 -4.8674 -2.1337
H 32.0683 -8.3167 -3.1123
C 28.3868 -12.3789 0.5245
H 30.4668 -4.7165 -0.6630
O 31.6457 -1.7931 -5.1354
O 31.3968 -7.4869 -6.9338
C 27.6006 -4.4206 -5.8167
O 32.3431 -10.7829 1.7223
H 34.8775 -9.3890 -1.7570
C 30.5361 -1.5548 -4.4611
O 34.7821 -12.6937 -6.6358
C 35.2592 -12.2089 -5.3923
H 30.0769 0.6753 -3.0691
O 36.5818 -8.3039 -14.6537
O 34.2180 -5.1737 -0.1022
C 37.1499 -7.2249 -7.5520
O 30.1280 -0.3438 -4.8141
H 29.3972 -10.9536 1.7793
C 29.6426 -11.8321 1.1724
C 28.2019 -10.9719 -3.5396
C 33.2211 -3.2488 1.4923
C 33.0814 -8.4760 1.8928
H 39.6899 -8.2873 -6.6467
C 39.0636 -7.6798 -5.9899
C 31.5994 -6.9437 -5.7220
C 34.6781 -11.8504 -7.6683
C 37.6912 -7.7938 -15.4219
C 31.0673 -4.6957 -1.5784
O 29.1051 -11.0459 -10.2886
H 36.2533 -11.7646 -5.4946
H 38.0692 -5.7312 -6.2674
H 27.4729 -2.6577 -3.7000
H 31.8041 -3.7310 -5.8271
O 37.3862 -8.5307 -4.1316
H 39.6298 -7.3394 -5.1314
H 28.6803 -13.0597 -0.2724
O 32.4423 -3.9446 0.5208
H 37.6499 -7.3906 -10.8850
O 27.2624 -11.8653 -3.7956
H 30.5397 -5.3665 -2.2510
O 38.2635 -4.8885 -3.8725
H 28.5050 -3.8207 -5.9015
P 36.2914 -7.7129 -13.2245
O 30.7591 -12.1062 -9.2399
H 28.8688 -5.4038 -4.3128
H 25.6934 -2.8222 -3.4072
C 35.7380 -5.7579 -3.0739
H 33.2931 -8.4583 -6.9889
H 38.5381 -10.2807 -10.8331
C 34.7969 -10.4355 -2.0638
C 37.3785 -4.1156 -3.6290
C 31.9102 -9.4255 1.7360
H 26.3734 -13.0623 -5.2072
O 28.9743 -13.2484 -9.9804
C 31.2508 -13.2714 -8.5864
H 34.7407 -5.7495 -2.6285
S 26.8084 -4.8605 -3.3118
H 34.4030 -6.8604 -10.5488
H 29.5120 -9.2185 -11.0851
H 29.0084 1.2788 -4.2605
H 27.3800 -4.9746 -6.7255
H 36.7389 -8.7265 -10.1734
H 32.0752 -12.9175 -7.9776
H 35.2036 -12.9140 -4.5761
C 27.0531 -12.2209 -5.1445
O 36.1449 -4.4043 -3.2031
H 37.4512 -7.7945 -8.4335
H 31.2461 -9.3408 2.6010
C 32.2344 -3.0866 -5.0536
O 37.4516 -2.7742 -3.6230
C 38.3575 -6.6248 -6.8265
H 34.2555 -12.3524 -1.4501
O 30.5754 -11.4264 0.1652
H 39.2262 -8.8674 -9.8843
H 32.9786 -7.4644 1.4850
C 34.2070 -11.3471 -1.0267
C 33.9236 -6.8400 -12.6560
H 30.9888 -3.6666 -1.9253
H 33.7121 -8.0618 -3.6220
O 32.5229 -13.0918 0.6855
H 36.2723 -9.1902 -7.2403
C 28.7536 -9.5199 -1.7419
H 28.9186 -9.7706 -0.7014
C 26.5556 -3.1838 -3.9643
O 32.8957 -10.9285 -0.6756
H 35.6149 -6.3587 -3.9751
H 37.5546 -6.7797 -15.8020
H 29.8938 -9.3919 -9.3454
H 39.2351 -1.7878 -3.1728
H 38.0341 -9.7963 -16.1774
O 28.9910 -10.5225 -4.3329
H 28.0973 -8.6471 -1.7661
C 29.3479 0.3427 -3.8094
H 39.0462 -8.5134 -16.8813
H 33.9646 -8.7591 1.3096
H 33.5868 -3.9351 2.2730
H 36.2570 -6.2977 -2.2790
C 38.0406 -8.7693 -16.5338
H 30.9113 -10.1605 -10.6150
H 32.5310 -8.1717 -8.5127
O 36.8448 -8.8199 -12.2411
H 28.4410 -0.1737 -3.5130
C 38.7374 -9.2094 -10.7934
C 27.8501 -5.4235 -4.6779
H 34.7182 -11.3036 -5.0876
S 37.7549 -8.8412 -5.4895
O 32.5573 -7.5961 -5.0790
C 32.3251 -8.4373 -7.4743
H 31.2781 -9.0908 0.9057
H 26.6350 -11.3774 -5.7002
H 27.5236 -6.4649 -4.6829
O 34.5844 -10.6564 -7.6305
O 32.3926 -5.1659 -1.3358
P 32.1085 -11.7192 0.4465
H 27.7510 -12.9133 1.2306
H 31.5030 -13.9912 -9.3585
H 29.6836 -9.2853 -2.2487
H 32.6980 -6.4685 -10.9310
O 34.4100 -12.6053 -8.7508
H 35.3999 -11.5132 -10.3177
O 25.5723 -5.6020 -3.3701
C 33.5534 -7.0911 -11.2029
H 34.3841 -5.8770 -12.8503
H 32.6874 -6.7088 -3.0834
C 34.4318 -11.8973 -9.9992
H 26.4204 -2.6038 -6.0835
C 36.5234 -8.3004 -6.6764
O 30.8304 -6.1552 -5.2568
C 26.4176 -3.4821 -5.4402
H 34.1513 -12.6209 -10.7669
C 29.5653 -12.2155 -9.8491
O 38.1178 -10.1801 -5.8889
H 36.4461 -6.4692 -7.8951
O 34.7147 -7.9295 -13.1321
*
```

---

No. 3
The following is a quantum chemistry calculation of a 5-piece molecular cluster, C41H90O12P2S overall, from OMol25.

The energy above the lowest of the compared OMol25 structures with the same formula, charge and spin is 568.5 kJ/mol. Its largest force on an atom is 6.86 eV/A. The calculation puts the HOMO energy at -8.80 eV. The structure (SMILES) is COCCCCCCCCCCC[C@@]1(CCC(=O)O)OS(=O)(=O)O[C@]1(P(O)O)P(=O)(O)O.CCCCCC.CCCCCC.CCCCCC.CCCCCC. For the HOMO-LUMO gap, the calculation gives 7.82 eV.

```
! RIJCOSX wB97M-V def2-TZVPD def2/J DEFGRID3
* xyz 0 1
C 1.0665 -4.6619 2.9811
H -0.5961 -4.9720 -6.3833
C -2.7610 5.6416 2.1629
O -2.5036 3.1643 -3.3607
H 5.7012 -0.6712 2.5452
H -3.3440 5.0751 -0.0116
H 1.5716 -2.7917 -1.1386
H 2.1246 -6.4967 2.4756
O 4.9924 1.0710 1.5754
H 2.5342 -5.8256 4.0544
C -1.7145 0.7023 -1.7807
H 2.4026 -6.6934 -3.8451
C 1.1008 6.1642 0.8751
C 0.8082 -3.2575 -0.5090
H -0.4085 2.1424 1.4005
H -7.2473 -8.5023 2.3946
H 0.7322 -6.8472 -5.6346
H 0.3230 3.0125 -2.4172
C -0.8590 1.1520 3.3688
H 0.9896 -6.6564 3.8290
H -7.7452 -6.8075 -0.1134
H -0.3514 4.5650 0.3660
H 5.7382 5.5105 0.6735
H 4.9232 7.0599 2.1748
C -6.0266 -5.3295 1.6351
H 1.3301 1.6943 -0.4430
H 0.0031 -2.6395 -5.9436
O -3.4445 -2.1459 0.0243
O -4.0827 0.8054 -3.6359
O 0.5717 -0.3203 -3.0809
H 0.4950 -6.4602 0.8048
H -4.0069 2.5286 1.6053
H -3.3967 2.8913 -0.9443
H -1.0646 6.2651 0.0447
H -7.0460 -3.0564 -0.8089
H -0.5997 -3.8283 1.9128
C 4.9365 0.1758 2.7149
H -2.5098 0.2906 3.9506
C -1.1656 5.5193 2.2024
H -0.7831 4.5498 2.6981
C 7.7859 5.6747 1.3024
C -1.6877 0.2897 0.9538
H 0.0320 -6.0729 -4.2276
O -0.4958 2.1475 4.0442
H 1.5130 4.6286 -0.7763
C 6.1725 8.3348 0.9291
H 4.6771 8.7901 2.4159
H -1.6398 3.2391 -0.5616
H 3.9288 -0.3327 2.8687
H 4.0311 8.0060 0.9676
H 0.6893 -2.6359 0.3829
H -2.5855 0.1488 1.6635
H 5.6623 7.3571 -0.9168
C 2.4213 3.8232 1.1452
O -3.6496 0.5567 -0.3809
H 2.1799 -4.6636 0.3705
C 0.3705 -4.7529 -5.9166
C 2.0458 5.0387 0.1658
H -2.4493 -2.8579 -5.1485
H -8.7429 -8.4515 1.4525
C 1.2183 -4.6794 -0.1523
H 0.4287 0.5238 1.6149
H -0.5829 -2.3342 -3.5706
C -3.4738 4.7144 1.0746
H -0.1342 -3.2509 -1.0641
H -3.0234 6.7478 2.0306
C 0.2980 -3.3970 -5.2082
H 5.3065 0.7624 3.6300
H -7.0411 -3.4414 1.6130
S -3.5355 -1.0304 -0.9849
C 3.6422 1.4116 1.1062
H -2.7551 -3.4724 -3.5184
C -7.8687 -7.8684 1.7554
H -0.7576 6.3808 2.8543
C 4.8764 8.0238 1.6617
H -0.7650 -5.4698 0.1054
C -0.4420 5.6441 0.7763
H 9.9242 5.8290 1.5567
H 6.9974 8.3800 1.6466
H 6.0962 9.3343 0.4878
O -4.6899 -1.4917 -1.8530
H -6.3123 -4.6313 -1.1147
H 3.4700 0.7226 0.1956
H 2.9121 -5.6983 -5.2154
H -0.3555 -4.0400 -3.2420
H -5.3956 -3.3747 -0.2660
H 1.2992 -3.1099 -4.8690
C -0.6591 -3.3303 -4.0185
H -0.8920 -5.4337 2.5408
C -2.5521 2.6636 -0.1888
H -2.2614 -4.5861 -4.7944
C 9.1718 6.0493 0.7945
H 2.7576 4.2867 2.1433
P 0.1315 0.8413 -2.1655
C 3.6840 2.9397 0.6145
C -2.2648 1.0918 -0.3189
H 3.0238 5.4970 -0.2008
C -0.5621 1.0817 1.7847
H -3.1503 5.3440 3.2025
H 9.2415 7.1135 0.5582
O -2.1264 -0.7086 -1.8938
H 1.5511 3.1265 1.3925
H -6.8177 -8.2926 -0.0586
C -6.9306 -4.3050 0.9479
P -2.5251 1.4470 -3.3514
H 1.1930 7.1647 0.3087
H 1.0894 -4.6733 -6.7407
H -1.7936 3.5371 -2.7983
C -3.0960 3.1349 1.2381
C 6.6813 5.8939 0.2679
C -0.1359 -4.8117 2.0478
H 1.8162 -3.9995 2.5369
C -7.0936 -7.4095 0.5274
H 9.4259 5.4782 -0.1030
H -4.6535 1.4433 -4.1289
H -1.2488 -0.7368 0.6866
H -8.2240 -7.0225 2.3481
C 2.1579 -5.8021 -4.4300
C 0.1694 -5.4220 0.6767
H -4.6081 4.7711 1.2827
H 1.3804 6.2466 1.9769
H -5.0452 -4.8740 1.8122
C -2.1130 -3.5785 -4.3977
H 6.8979 5.2819 -0.6155
H 7.7932 4.6156 1.5811
H 4.6185 3.4147 1.0894
C 1.7128 -5.9897 3.3514
H -2.3335 3.0950 2.0838
H 7.3697 7.6806 -0.7275
H 2.2307 -4.9388 -3.7645
H 0.7301 -4.1713 3.9010
O 0.5152 2.2726 -3.0421
C -6.3847 -3.8185 -0.3877
H -5.2735 -6.4338 -0.0596
H 2.8423 1.2483 1.9044
H -7.9362 -4.7142 0.8075
H 1.3831 -5.2364 -1.0810
H 3.8275 3.0173 -0.5161
C 6.4804 7.3386 -0.1871
C -5.8176 -6.6388 0.8687
H -5.1616 -7.2852 1.4636
O -1.5516 0.0876 4.0243
H -6.4370 -5.5503 2.6267
C 0.7641 -5.9348 -5.0294
O 1.1568 0.7924 -0.8134
H 7.5686 6.2316 2.2193
*
```

---

- What is the largest force on an atom in the second record?
  2.60 eV/A

---

- The lowest HOMO belongs to which entry?
  C41H88O33P2S2